# 1
Below is a structure of composition C39H32N2O6S5V, with properties calculated with the ωB97M-V functional and the def2-TZVPD basis.

## Properties
E_LUMO (alpha / beta)   3.4269 / 3.4268 eV
2S+1   2
Energy above the lowest of the compared OMol25 structures with the same formula, charge and spin   0.0 kJ/mol
Total charge   -2
HOMO-LUMO gap (alpha / beta)   4.26 / 4.13 eV
⟨S²⟩   0.77

Structure (XYZ):
```
85
Properties=species:S:1:pos:R:3:forces:R:3
V -0.343062 0.945126 -0.010655 -0.750 -0.515 0.746
O -3.767166 0.471263 -2.623143 -0.042 0.016 0.023
C -3.078100 0.791257 -1.655475 0.109 -0.037 -0.002
O -1.815059 0.584285 -1.558116 0.184 0.004 0.092
C -3.769292 1.365753 -0.411811 -0.188 0.093 -0.041
C -3.512084 0.428307 0.775546 0.038 -0.246 0.108
C -4.552228 0.634134 1.874114 0.034 -0.009 0.020
C -4.148193 2.032008 2.396674 -0.012 0.064 0.033
C -2.871211 2.311394 1.594302 -0.046 0.029 -0.012
O -2.332250 0.980573 1.385679 0.060 0.269 -0.152
C -3.250931 2.726139 0.166527 -0.012 -0.006 -0.190
C -2.058661 3.287323 -0.589762 0.755 -0.347 0.135
O -2.162916 4.213029 -1.372019 -0.263 0.118 0.031
O -0.925735 2.707751 -0.300407 -0.219 1.083 -0.402
H -4.835449 1.431814 -0.628616 0.034 -0.044 -0.075
H -3.325339 -0.608000 0.506007 -0.026 0.026 0.030
H -4.418427 -0.123929 2.646855 -0.030 -0.011 -0.016
H -5.574828 0.576346 1.499243 0.002 0.021 -0.020
H -3.945073 2.027349 3.467014 0.022 -0.021 -0.007
H -4.906063 2.790512 2.193463 0.002 0.009 0.039
H -2.118730 2.922499 2.085078 0.061 -0.028 -0.038
H -4.028010 3.490016 0.137729 -0.063 -0.081 0.050
S 2.543585 2.245498 4.115786 0.110 0.067 0.108
C 1.198449 2.273149 3.101872 -0.034 0.113 -0.308
S 0.056035 3.546649 3.108173 0.114 -0.169 0.083
S 1.097458 0.904465 1.987252 -0.226 -0.164 0.133
S 1.903748 -3.218021 -5.120282 0.045 -0.051 -0.066
C 0.593300 -4.246931 -5.506293 -0.106 -0.076 -0.025
C -0.518595 -3.933325 -4.786615 0.093 0.080 0.032
C -0.304891 -2.839292 -3.903448 0.116 -0.082 -0.146
C 0.967879 -2.343411 -3.973126 -0.083 0.179 0.223
C 1.539971 -1.231639 -3.195361 -0.088 -0.064 -0.051
C 0.705620 -0.548630 -2.288377 0.368 0.131 -0.030
N 1.127471 0.440535 -1.515139 -0.102 0.016 -0.206
C 2.408789 0.880837 -1.663062 -0.072 0.100 0.179
C 3.313049 0.251271 -2.525605 -0.021 -0.219 -0.179
C 4.664702 0.728411 -2.623656 -0.052 0.053 0.072
C 5.073555 1.798222 -1.908080 -0.051 -0.058 -0.026
C 4.159988 2.492247 -1.050265 0.042 0.172 0.143
C 4.533603 3.602485 -0.268352 -0.104 -0.146 -0.001
C 3.598563 4.211955 0.534351 0.114 0.143 0.083
C 2.260162 3.751490 0.464682 0.002 -0.023 -0.006
N 1.906575 2.699848 -0.220559 -0.028 -0.017 -0.246
C 2.834120 2.054447 -0.940020 -0.037 -0.193 -0.121
C 3.917881 5.288337 1.480355 -0.220 -0.143 -0.033
C 3.176814 5.654496 2.569600 0.164 -0.014 -0.022
C 3.791442 6.699246 3.313760 -0.004 -0.055 -0.069
C 4.977712 7.101108 2.782120 0.006 0.023 0.080
S 5.368383 6.210347 1.372360 0.059 0.113 -0.046
C 2.854230 -0.836992 -3.289346 -0.036 0.121 0.100
H 0.713191 -5.027882 -6.239410 -0.002 0.000 -0.004
H -1.458766 -4.458114 -4.871692 -0.002 -0.015 -0.013
H -1.061904 -2.440219 -3.245324 -0.015 0.014 0.016
H -0.339528 -0.794029 -2.190969 0.001 -0.052 -0.012
H 5.347145 0.204274 -3.282259 0.000 -0.007 -0.012
H 6.096312 2.151449 -1.974137 0.005 0.006 0.006
H 5.566788 3.933300 -0.283486 0.006 0.010 0.050
H 1.466101 4.239229 1.018488 0.017 0.032 0.010
H 2.259450 5.152489 2.861990 -0.026 0.001 0.023
H 3.367541 7.112097 4.217279 0.004 0.013 0.013
H 5.649577 7.859365 3.150636 0.002 0.015 -0.009
H 3.550815 -1.333945 -3.956119 -0.024 -0.043 -0.010
C -1.233428 -7.157684 2.237942 -0.007 -0.044 0.053
C -1.256952 -5.761833 1.678486 0.006 0.021 -0.032
C -0.382752 -4.782491 2.124448 0.078 0.024 0.073
C -0.354583 -3.494239 1.604746 0.062 0.105 0.032
C 0.623277 -2.507016 2.163138 0.090 0.001 0.051
C -1.248504 -3.142592 0.567272 -0.075 0.051 -0.201
C -1.302414 -1.850140 -0.075337 0.354 0.238 0.091
O -0.571856 -0.831740 0.237338 0.196 -0.431 0.017
C -2.166153 -4.129550 0.124428 -0.049 -0.071 -0.009
C -3.180211 -3.822308 -0.943576 -0.058 -0.005 -0.080
C -2.148791 -5.399605 0.676379 -0.118 0.001 -0.082
H -0.648062 -7.198480 3.158021 -0.003 0.005 0.002
H -0.789659 -7.872103 1.537607 0.006 0.021 -0.021
H -2.240176 -7.517052 2.466639 -0.005 0.011 -0.003
H 0.317109 -5.021976 2.920640 0.002 0.000 -0.004
H 1.180297 -2.948258 2.991455 0.008 -0.005 -0.010
H 0.142969 -1.595321 2.519499 -0.012 -0.010 0.003
H 1.339250 -2.168933 1.411691 -0.010 -0.003 -0.018
H -2.027720 -1.664209 -0.861005 -0.083 -0.086 0.040
H -2.713126 -3.614481 -1.910868 0.027 -0.003 0.017
H -3.780844 -2.941352 -0.704324 -0.010 -0.017 0.031
H -3.856487 -4.668650 -1.074215 0.004 0.006 -0.013
H -2.868696 -6.129750 0.313648 0.009 -0.007 -0.001
```
Positions in Å, forces in eV/Å.



# 2
Below is a structure of composition C38H53N4O2PtS2Se, with properties calculated with the ωB97M-V functional and the def2-TZVPD basis.

## Properties
E_LUMO   -3.9523 eV
Total charge   +1
HOMO-LUMO gap   6.65 eV

Structure (XYZ):
```
101
Properties=species:S:1:pos:R:3:forces:R:3
Pt -1.515072 0.146588 1.689504 -0.252 -0.184 0.032
C 4.698309 -3.783535 1.074779 -0.048 -0.008 0.017
C 3.664536 -4.222990 0.038368 -0.042 -0.077 -0.010
C 4.236759 -3.956193 -1.361355 0.025 0.011 0.002
C 3.410401 -5.727118 0.211273 0.006 0.027 0.043
C 2.354065 -3.453507 0.179382 0.010 -0.040 -0.180
C 2.178223 -2.428497 1.078762 -0.053 0.110 0.116
C 0.980453 -1.717386 1.055668 0.338 -0.147 0.353
Se 0.773320 -0.231331 2.207066 -0.286 0.244 0.684
C 1.379762 1.153270 1.044784 0.392 -0.072 0.262
C 2.757171 1.332629 0.922898 -0.113 -0.076 0.074
C 3.229600 2.331545 0.105943 0.029 0.102 -0.095
C 2.269284 3.156505 -0.504546 0.012 -0.055 0.011
C 0.899154 3.014456 -0.365482 -0.061 0.148 -0.152
C 0.432560 1.925389 0.415598 -0.392 0.150 -0.173
O -0.881188 1.663953 0.542680 0.320 0.616 -0.633
C -0.070961 4.035806 -0.985511 0.032 -0.159 0.099
C -1.018075 3.356351 -1.986991 0.045 0.056 0.014
C -0.872357 4.698828 0.147724 -0.002 0.002 -0.078
C 0.668711 5.140734 -1.739283 -0.002 0.031 0.017
C 4.716865 2.574120 -0.140827 -0.049 0.078 -0.034
C 5.007773 2.384726 -1.636481 0.007 -0.020 0.017
C 5.079154 4.007633 0.275408 -0.001 -0.042 0.020
C 5.591929 1.604771 0.652591 -0.031 0.001 0.001
C -0.064271 -1.962029 0.202871 -0.502 -0.005 -0.269
O -1.158928 -1.180743 0.216394 0.196 -0.641 -0.597
C 0.071134 -3.053617 -0.691288 -0.041 -0.106 -0.152
C 1.272219 -3.744741 -0.668895 -0.010 0.021 0.052
C -1.043152 -3.427382 -1.677713 0.029 0.098 0.073
C -1.197867 -2.284499 -2.696850 -0.061 -0.045 0.016
C -0.719637 -4.703815 -2.455551 -0.027 -0.012 -0.001
C -2.363423 -3.682157 -0.927412 0.050 0.009 -0.042
H 5.619975 -4.347043 0.926671 0.002 0.008 0.009
H 4.352512 -3.975560 2.093430 0.017 0.022 -0.013
H 4.941265 -2.722473 0.978768 0.009 -0.019 0.007
H 5.182265 -4.487676 -1.488527 -0.018 0.002 -0.005
H 4.421388 -2.889050 -1.505418 0.002 -0.020 -0.005
H 3.555039 -4.290336 -2.145513 0.009 0.003 0.013
H 4.355558 -6.271684 0.170987 -0.016 -0.005 -0.024
H 2.764593 -6.124485 -0.573183 -0.003 0.005 0.016
H 2.941405 -5.930062 1.176035 0.010 -0.019 -0.013
H 2.949446 -2.165170 1.792139 -0.029 0.018 -0.013
H 3.433654 0.684771 1.467146 -0.031 -0.004 -0.015
H 2.631525 3.966513 -1.121694 0.009 -0.017 0.038
H -1.542072 2.525640 -1.521718 -0.044 -0.030 0.009
H -0.460246 2.973811 -2.844579 -0.025 -0.008 0.019
H -1.751302 4.082148 -2.352752 0.040 -0.022 -0.011
H -1.433193 3.966027 0.725761 0.021 0.010 0.031
H -1.570676 5.432425 -0.264759 0.021 -0.011 0.006
H -0.198851 5.220639 0.829408 -0.024 0.004 0.008
H 1.249532 4.742001 -2.573341 -0.010 0.034 0.001
H 1.336362 5.699266 -1.080926 -0.007 0.008 -0.028
H -0.058603 5.845935 -2.145695 0.006 -0.016 -0.002
H 4.444733 3.092496 -2.247476 0.010 -0.013 0.004
H 4.742388 1.374475 -1.955764 0.013 0.014 -0.008
H 6.070277 2.539303 -1.835233 -0.018 0.010 -0.007
H 4.555013 4.750258 -0.328070 0.004 -0.005 0.013
H 6.150965 4.173339 0.150805 -0.016 0.011 -0.013
H 4.825648 4.179623 1.323361 0.020 0.013 -0.012
H 5.387677 0.564878 0.385015 0.014 0.015 0.010
H 5.452331 1.726587 1.729366 0.005 -0.022 -0.014
H 6.641140 1.802573 0.430911 0.000 -0.010 0.011
H 1.386938 -4.574961 -1.351932 0.023 0.042 0.010
H -0.332516 -2.251420 -3.361312 -0.007 0.016 0.023
H -1.272316 -1.318049 -2.202592 -0.024 0.058 0.017
H -2.088972 -2.443334 -3.313071 0.046 -0.005 0.004
H 0.167574 -4.588187 -3.080307 -0.022 -0.015 0.000
H -1.557130 -4.943524 -3.113697 0.015 0.009 0.000
H -0.570326 -5.552277 -1.785027 -0.001 -0.007 -0.032
H -2.626584 -2.852769 -0.273821 -0.003 0.003 0.026
H -2.281724 -4.579848 -0.311726 -0.008 0.021 0.006
H -3.172345 -3.840410 -1.646728 0.027 -0.029 0.015
S -2.152117 1.509237 3.442964 0.324 0.215 0.127
C -2.774449 0.091949 4.220342 -0.131 0.043 0.248
S -2.466364 -1.294180 3.236282 0.353 -0.533 -0.089
C -3.434568 0.084356 5.401939 -0.191 0.013 0.332
C -3.857054 -1.149678 5.998337 -0.050 0.237 -0.063
N -4.204388 -2.140279 6.467779 0.032 -0.024 -0.065
C -3.762827 1.323702 6.045204 0.001 -0.237 0.021
N -4.063848 2.322250 6.530252 0.067 0.022 -0.061
C -5.125810 2.282040 -0.026078 0.013 0.091 0.114
C -3.837867 1.951369 0.749006 -0.113 -0.040 -0.151
N -3.516459 0.506643 0.620787 0.478 0.388 0.102
C -3.219791 0.204746 -0.800115 -0.237 -0.029 -0.053
C -4.385243 0.655539 -1.698808 0.105 0.012 -0.020
N -5.517728 1.068151 -0.808277 -0.059 -0.083 -0.025
C -5.865071 -0.058929 0.124206 0.091 -0.042 0.090
C -4.664131 -0.293611 1.071348 -0.093 0.026 -0.015
H -4.988751 3.104765 -0.725199 0.016 -0.036 -0.044
H -5.954259 2.527386 0.636273 -0.032 -0.047 -0.011
H -3.962763 2.188624 1.799703 -0.013 -0.023 0.060
H -2.985050 2.516226 0.380458 0.006 -0.043 -0.065
H -3.046313 -0.860127 -0.891833 -0.014 -0.059 0.023
H -2.297207 0.709307 -1.066714 0.018 0.010 -0.006
H -4.738678 -0.150270 -2.338761 -0.035 -0.002 0.002
H -4.125153 1.509468 -2.322829 -0.035 0.044 0.047
H -6.329925 1.289466 -1.381209 -0.029 -0.017 0.003
H -6.080489 -0.932206 -0.487626 0.008 0.012 -0.052
H -6.765340 0.217965 0.667835 -0.012 0.045 -0.013
H -4.382522 -1.343795 1.084002 -0.007 0.002 -0.010
H -4.904631 -0.002266 2.092285 0.006 -0.011 0.010
```
Positions in Å, forces in eV/Å.



# 3
Below is a cluster of 2 separate species, H3N3O2 in total, with properties calculated with the ωB97M-V functional and the def2-TZVPD basis.

## Properties
E_LUMO (alpha / beta)   -0.1060 / -0.1061 eV
Energy above the lowest of the compared OMol25 structures with the same formula, charge and spin   214.8 kJ/mol
HOMO-LUMO gap (alpha / beta)   9.55 / 9.55 eV

Structure (XYZ):
```
8
Properties=species:S:1:pos:R:3:forces:R:3
N -1.215475 -0.294083 0.145803 -1.473 0.225 0.198
N -0.126026 0.434583 -0.214573 -0.376 7.378 -0.517
N 1.083499 -0.000407 0.093077 0.683 -0.493 -0.015
O 1.210991 -1.205257 -0.007031 0.450 -0.998 0.386
O 1.952819 0.799473 0.365547 0.120 0.355 -0.074
H -1.807734 -0.371963 -0.662766 -0.303 0.151 -0.463
H -0.939185 -1.231066 0.310740 0.731 -1.052 0.641
H -0.158892 1.868717 -0.030800 0.167 -5.566 -0.155
```
Positions in Å, forces in eV/Å.



# 4
Below is an isolated molecule of C16H23N3O4S, with properties calculated with the ωB97M-V functional and the def2-TZVPD basis.

## Properties
E_LUMO   0.4959 eV
SMILES string   CCCN1CCN(S(=O)(=O)c2cc3c(cc2C)NC(=O)CO3)CC1
Energy above the lowest of the compared OMol25 structures with the same formula, charge and spin   124.4 kJ/mol
HOMO-LUMO gap   8.75 eV

Structure (XYZ):
```
47
Properties=species:S:1:pos:R:3:forces:R:3
C -5.268596 -3.893463 -0.214395 0.228 0.022 0.106
C -3.848619 -3.358635 -0.078503 -0.266 0.200 -0.105
C -3.776484 -1.874519 -0.444568 0.203 -0.368 0.084
N -2.396421 -1.413823 -0.474628 0.014 -0.024 -0.131
C -1.829763 -1.114233 0.830179 -0.036 0.108 0.110
C -2.317803 0.224328 1.407743 0.130 -0.527 0.373
N -2.156248 1.307901 0.465415 0.688 0.722 0.179
S -0.846511 2.310081 0.617440 -0.392 0.047 -0.073
O -1.110430 3.455866 -0.204273 0.092 -0.223 -0.123
O -0.648942 2.509950 2.021285 0.140 -0.293 0.099
C 0.596672 1.407874 0.002715 -0.417 0.376 0.303
C 1.214192 0.635396 0.973508 0.466 -0.312 0.128
C 2.307203 -0.153922 0.660943 -0.394 0.197 -0.349
C 2.795766 -0.137875 -0.651930 -0.200 0.024 0.345
C 2.173150 0.645365 -1.608646 -0.151 -0.017 0.270
C 1.060723 1.429747 -1.307209 0.108 0.039 -0.096
C 0.439575 2.248077 -2.395073 -0.049 0.124 -0.102
N 3.937923 -0.879903 -0.942775 -0.004 0.300 -0.396
C 4.497993 -1.761189 -0.074404 -0.016 -0.011 0.246
O 5.521935 -2.354036 -0.314741 0.064 -0.172 0.092
C 3.680575 -1.988645 1.192178 0.129 -0.509 0.063
O 2.914666 -0.885719 1.634899 0.052 0.344 0.005
C -2.665901 1.031920 -0.857124 0.037 -0.161 -0.630
C -2.138004 -0.311738 -1.382928 -0.097 0.202 0.013
H -5.306894 -4.945362 0.057037 -0.098 -0.093 0.009
H -5.620918 -3.790357 -1.238302 -0.089 -0.008 -0.105
H -5.946972 -3.346644 0.437168 -0.144 0.016 0.051
H -3.505494 -3.506921 0.946349 0.091 -0.030 0.026
H -3.176514 -3.909932 -0.737278 0.075 0.030 0.027
H -4.407437 -1.298993 0.248618 -0.093 0.021 -0.064
H -4.189997 -1.750002 -1.448367 -0.052 0.055 0.015
H -2.076734 -1.921977 1.519270 0.077 -0.002 0.058
H -0.741829 -1.083396 0.711467 -0.071 -0.049 0.105
H -1.762951 0.495438 2.304615 -0.152 -0.161 0.118
H -3.381092 0.158715 1.665864 0.084 0.058 0.028
H 0.856035 0.678799 1.988236 0.022 -0.086 0.188
H 2.570937 0.658201 -2.613107 0.040 0.012 -0.138
H 1.213117 2.653300 -3.043819 0.024 0.010 -0.077
H -0.140551 3.062809 -1.975161 0.051 0.010 -0.220
H -0.216368 1.628077 -3.007068 -0.073 -0.030 -0.081
H 4.397774 -0.738066 -1.832984 0.034 -0.098 0.164
H 3.020694 -2.850911 0.998564 0.112 0.126 0.020
H 4.353929 -2.248295 2.011579 -0.052 0.019 -0.234
H -2.367603 1.862205 -1.495353 -0.183 -0.047 -0.167
H -3.760631 1.005942 -0.804104 0.063 0.075 -0.015
H -2.587510 -0.537538 -2.352080 0.052 0.030 -0.021
H -1.051983 -0.250845 -1.508900 -0.047 0.053 -0.098
```
Positions in Å, forces in eV/Å.